(1)
Computed, not measured: a cluster of 2 separate species, C2H4O2 in total at a distorted geometry, with ωB97M-V/def2-TZVPD.

```
! wB97M-V def2-TZVPD RIJCOSX def2/J DEFGRID3
* xyz 0 1
O -1.22865 0.23947 -0.28923
C -0.30156 -0.79815 -0.09881
C 1.72559 1.06101 0.08349
O 0.88048 1.79067 0.31090
H -0.95953 1.02181 0.20828
H -0.31241 -1.19157 0.92860
H -0.55773 -1.57814 -0.81124
H 0.75381 -0.54510 -0.33198
*
```

Output
- HOMO level: -10.498 eV
- DFT total energy: -6232.6126 eV
- LUMO level: 1.098 eV

Löwdin analysis output, partial charges in e:
1. O -0.113
2. C -0.200
3. C 0.052
4. O 0.031
5. H 0.049
6. H 0.092
7. H 0.087
8. H 0.001

(2)
Computed, not measured: a cluster of 2 separate species, C5H5N3OS in total at a distorted geometry, with ωB97M-V/def2-TZVPD.

```
! wB97M-V def2-TZVPD RIJCOSX def2/J DEFGRID3
* xyz 0 1
C 1.75473 2.20006 1.91796
C -1.44996 0.41411 -1.99750
C 0.05606 -1.13103 0.89074
C -0.23850 0.94093 -2.35070
C -0.22820 -0.50582 -0.45156
N 2.64353 1.49022 2.11798
N -1.43478 -0.48854 -0.92731
N -1.06739 -1.37408 1.53670
O 1.21044 -1.27508 1.27070
S 0.99081 0.18655 -1.45159
H -2.40032 0.58918 -2.41546
H -0.10680 1.38706 -3.31472
H 3.27243 0.69787 1.77090
H -1.94615 -1.43947 0.90085
H -1.05592 -1.69196 2.50302
*
```

Output
- HOMO level: -9.570 eV
- DFT total energy: -22617.5588 eV
- LUMO level: 0.143 eV

Löwdin analysis output, partial charges in e:
1. C -0.105
2. C -0.207
3. C -0.582
4. C -0.400
5. C -0.540
6. N 0.013
7. N 0.041
8. N 0.159
9. O 0.005
10. S 1.066
11. H 0.090
12. H 0.065
13. H 0.120
14. H 0.150
15. H 0.126

(3)
Computed, not measured: the molecule C5H9NO, with ωB97M-V/def2-TZVPD.

```
! wB97M-V def2-TZVPD RIJCOSX def2/J DEFGRID3
* xyz 0 1
C -1.85477 -0.58063 0.00543
C -1.15740 0.58412 0.66803
N -0.03822 0.34926 1.58269
C 0.21652 1.04190 0.32126
C 1.06549 0.47800 -0.78471
C 1.99689 -0.63930 -0.60495
O 0.78428 -0.80710 -1.32200
H -2.36037 -0.26836 -0.91476
H -2.60860 -0.98972 0.68744
H -1.14692 -1.36914 -0.25736
H -1.83659 1.35740 1.02908
H 0.24454 -0.62702 1.50917
H 0.42816 2.10178 0.46765
H 1.32605 1.21917 -1.54347
H 2.90740 -0.69806 -1.19945
H 2.03351 -1.15230 0.35596
*
```

Output
- HOMO level: -9.290 eV
- Structure (SMILES): C[C@H]1N[C@H]1[C@H]1CO1
- DFT total energy: -8866.1646 eV
- LUMO level: 1.129 eV

Löwdin analysis output, partial charges in e:
1. C -0.054
2. C -0.310
3. N 0.063
4. C -0.234
5. C -0.247
6. C -0.106
7. O -0.051
8. H 0.082
9. H 0.077
10. H 0.067
11. H 0.128
12. H 0.085
13. H 0.135
14. H 0.144
15. H 0.111
16. H 0.110

(4)
Computed, not measured: a structure of composition C29H46BrN3P2PdS at a distorted geometry, with ωB97M-V/def2-TZVPD.

```
! wB97M-V def2-TZVPD RIJCOSX def2/J DEFGRID3
* xyz 0 1
C 0.41908 -5.59873 2.02411
C 0.92085 -5.18682 0.77466
C 0.27510 -5.67308 -0.38658
C -0.78843 -6.58797 -0.23415
N -1.23127 -6.97106 0.95535
C -0.64813 -6.51104 2.06266
C 1.96864 -4.20205 0.70651
C 2.58323 -3.14082 0.64810
C 2.98136 -1.75825 0.65854
C 3.03245 -1.04324 1.87012
C 2.68220 0.30972 1.84851
C 2.25285 0.80968 0.62749
C 2.71681 0.28903 -0.58154
C 3.07629 -1.06050 -0.57273
Pd 0.77824 2.28217 0.51177
P -0.81518 0.36576 0.54175
H 0.57250 -5.35275 -1.37683
H 0.82432 -5.22315 2.94821
H -1.25666 -7.04491 -1.11455
H -1.00278 -6.90046 3.03086
H 3.33235 -1.58361 -1.49543
H 3.21612 -1.56960 2.81199
H 2.69177 0.89865 -1.49374
H 2.68504 0.94526 2.74708
C -2.54408 0.98383 0.39935
C -3.73623 0.02174 0.34288
H -2.53453 1.60534 -0.51276
H -2.66302 1.68783 1.24065
H -4.65003 0.63132 0.37069
H -3.77594 -0.55912 -0.58762
H -3.78767 -0.66117 1.20030
C -0.75044 -1.11937 -0.54816
C -1.53509 -2.37627 -0.14378
H 0.31177 -1.39082 -0.62818
H -1.06923 -0.78818 -1.54992
H -1.50649 -3.09529 -0.97450
H -1.08673 -2.88326 0.72156
H -2.59303 -2.18437 0.07248
C -0.61897 -0.40841 2.19298
C -1.84649 -0.99065 2.88835
H -0.14864 0.34866 2.84154
H 0.13306 -1.19818 2.03662
H -1.53693 -1.31952 3.88920
H -2.64843 -0.25520 3.01731
H -2.24406 -1.87599 2.37678
Br 0.77141 4.49524 -0.69773
P -0.27398 1.59873 -3.19181
C -1.87674 0.85327 -3.64073
C -2.54960 1.50849 -4.83730
H -2.50148 0.98878 -2.73538
H -1.76281 -0.23215 -3.78644
H -3.52318 1.03651 -5.00660
H -2.72648 2.57333 -4.65986
H -1.96904 1.39596 -5.76022
C -0.11202 3.26736 -3.92910
C 0.67524 3.37155 -5.22722
H 0.40618 3.85199 -3.13945
H -1.11095 3.71767 -4.03859
H 0.75926 4.42782 -5.51027
H 1.69389 2.98631 -5.11523
H 0.19225 2.85725 -6.06657
C 1.08562 0.55364 -3.81921
C 0.80412 -0.06351 -5.18203
H 1.24051 -0.23256 -3.06022
H 2.01239 1.15088 -3.83961
H 1.60006 -0.77488 -5.43252
H -0.14190 -0.61398 -5.19106
H 0.78250 0.68635 -5.98129
S -0.81096 3.60607 1.66308
C 0.16201 3.31026 3.02916
N 1.41730 3.77212 3.04643
C 2.32462 3.68073 4.20757
C 1.92368 2.50256 5.07574
C 0.42970 2.51038 5.34855
N -0.29761 2.56685 4.06277
H 1.71181 4.28151 2.20359
H 2.26835 4.63601 4.75344
H 3.33961 3.55930 3.80436
H 2.46379 2.56908 6.02451
H 2.21391 1.56363 4.58429
H 0.13453 3.37900 5.96044
H 0.11806 1.58775 5.85444
H -1.30961 2.40552 4.07220
*
```

Output
- HOMO level: -6.718 eV
- DFT total energy: -138222.3568 eV
- LUMO level: -0.399 eV

Löwdin analysis output, partial charges in e:
1. C -0.025
2. C -0.246
3. C -0.023
4. C -0.148
5. N 0.036
6. C -0.144
7. C 0.033
8. C 0.042
9. C -0.274
10. C -0.048
11. C -0.130
12. C -0.284
13. C -0.128
14. C -0.047
15. Pd 0.241
16. P 0.940
17. H 0.108
18. H 0.104
19. H 0.107
20. H 0.108
21. H 0.117
22. H 0.118
23. H 0.086
24. H 0.074
25. C -0.407
26. C -0.148
27. H 0.065
28. H 0.025
29. H 0.077
30. H 0.067
31. H 0.049
32. C -0.350
33. C -0.129
34. H 0.065
35. H 0.049
36. H 0.077
37. H 0.062
38. H 0.046
39. C -0.386
40. C -0.144
41. H 0.046
42. H 0.076
43. H 0.073
44. H 0.065
45. H 0.057
46. Br -0.108
47. P 0.920
48. C -0.446
49. C -0.162
50. H 0.047
51. H 0.070
52. H 0.068
53. H 0.060
54. H 0.068
55. C -0.446
56. C -0.162
57. H -0.055
58. H 0.071
59. H 0.070
60. H 0.063
61. H 0.056
62. C -0.435
63. C -0.160
64. H 0.049
65. H 0.076
66. H 0.068
67. H 0.056
68. H 0.057
69. S 0.515
70. C -0.796
71. N 0.015
72. C -0.151
73. C -0.170
74. C -0.157
75. N 0.007
76. H 0.099
77. H 0.127
78. H 0.129
79. H 0.122
80. H 0.099
81. H 0.127
82. H 0.123
83. H 0.136